Below is a molecular structure, C27H40Br3CaCl2F8LiN2O6V at a distorted geometry, with properties calculated with ωB97M-V with the def2-TZVPD basis set.

Geometry (Å):
C1 4.026 -0.111 -0.268
C2 3.936 0.058 -1.819
C3 3.167 1.304 -2.286
N1 1.694 1.140 -2.121
N2 1.301 -0.031 -1.715
C4 0.011 -0.197 -1.502
C5 -0.388 -1.590 -0.977
O1 -0.064 -2.661 -1.870
C6 -1.039 -2.731 -2.911
C7 -0.885 0.887 -1.710
C8 -2.400 0.796 -1.417
C9 -3.175 -0.290 -2.199
C10 -2.692 0.702 0.130
C11 -1.404 1.024 1.017
C12 -0.425 2.122 -2.190
C13 0.964 2.227 -2.399
C14 1.509 3.560 -2.868
H1 4.951 -0.611 0.034
H2 3.183 -0.765 0.035
H3 3.905 0.849 0.244
H4 4.972 0.215 -2.151
H5 3.611 -0.869 -2.305
H6 3.517 2.354 -1.692
H7 3.402 1.482 -3.347
H8 0.199 -1.806 -0.069
H9 -1.444 -1.612 -0.668
H10 -1.090 -1.797 -3.491
H11 -2.025 -2.889 -2.444
H12 -0.849 -3.551 -3.605
H13 -2.826 1.757 -1.744
H14 -2.800 -0.462 -3.210
H15 -3.280 -1.229 -1.640
H16 -4.211 0.078 -2.316
H17 -3.012 -0.337 0.342
H18 -3.551 1.430 0.335
H19 -0.774 0.131 1.035
H20 -1.726 1.262 2.064
H21 -0.847 1.904 0.684
H22 -1.089 2.965 -2.368
H23 2.529 3.531 -3.253
H24 1.346 4.308 -2.082
H25 0.869 3.867 -3.714
Cl1 1.791 -2.533 -3.139
Ca1 -3.498 1.155 2.701
C15 -6.835 3.656 0.639
C16 -7.753 2.661 0.309
C17 -9.102 2.853 0.575
C18 -9.530 4.038 1.165
C19 -8.607 5.023 1.492
C20 -7.263 4.833 1.232
H26 -5.774 3.516 0.435
H27 -7.417 1.740 -0.155
H28 -9.819 2.082 0.325
H29 -10.582 4.190 1.372
H30 -8.916 5.948 1.954
H31 -6.553 5.609 1.496
C21 5.782 -4.036 -2.032
C22 5.819 -5.074 -3.171
C23 4.871 -6.269 -3.049
F1 5.126 -7.017 -1.959
F2 5.019 -7.079 -4.125
F3 7.091 -5.491 -3.346
F4 5.474 -4.410 -4.311
O2 6.786 -4.129 -1.024
C24 6.600 -4.977 0.055
C25 7.644 -6.095 0.097
F5 7.600 -6.848 -1.018
F6 7.402 -6.914 1.148
F7 5.338 -5.446 0.076
F8 6.742 -4.219 1.165
H32 5.981 -3.075 -2.507
H33 4.786 -3.933 -1.600
H34 3.829 -5.938 -3.015
H35 8.650 -5.681 0.194
Cl2 5.032 2.746 -1.052
O3 -3.680 1.925 5.847
H36 -3.595 1.718 6.783
C26 0.994 1.361 4.351
Br1 -0.536 2.519 3.991
Br2 1.736 0.633 2.724
Br3 2.319 2.254 5.405
H37 0.615 0.515 4.931
C27 1.650 -1.570 6.544
O4 0.469 -1.101 6.126
H38 2.143 -1.011 7.376
H39 1.655 -2.606 6.935
H40 2.471 -1.601 5.790
O5 -7.025 7.475 2.861
V1 -8.191 8.732 2.800
O6 -9.372 9.925 2.723
Li1 -4.467 3.536 6.317

The energy is -345132.733 eV. The total charge is +1. The frontier orbital gap comes out at 0.036 hartree.


Below is a molecular structure, C27H40IrN3O5P at a distorted geometry, with properties calculated with ωB97M-V with the def2-TZVPD basis set.

Geometry (Å):
Ir1 -0.402 0.717 -0.101
C1 -0.570 2.583 -3.011
N1 -0.461 1.199 -2.552
C2 -1.577 0.431 -3.151
C3 -2.302 -0.541 -2.217
C4 -3.175 0.129 -1.145
N2 -2.481 1.186 -0.440
C5 -3.142 1.984 0.335
C6 -2.702 3.268 0.778
C7 -3.581 4.087 1.489
C8 -3.278 5.413 1.753
C9 -2.078 5.972 1.285
C10 -1.168 5.195 0.629
C11 -1.396 3.792 0.404
O1 -0.479 3.089 -0.083
C12 0.845 0.631 -2.926
C13 2.117 1.363 -2.449
C14 2.194 2.095 -1.097
N3 1.726 1.383 0.055
C15 2.493 1.204 1.063
C16 2.197 0.682 2.366
C17 3.265 0.578 3.261
C18 3.094 0.170 4.571
C19 1.815 -0.163 5.037
C20 0.742 -0.115 4.193
C21 0.866 0.317 2.827
O2 -0.168 0.369 2.117
H1 -0.494 2.643 -4.102
H2 0.209 3.199 -2.580
H3 -1.528 2.997 -2.704
H4 -1.204 -0.137 -4.011
H5 -2.320 1.133 -3.533
H6 -1.576 -1.204 -1.744
H7 -2.957 -1.160 -2.834
H8 -3.526 -0.638 -0.440
H9 -4.063 0.557 -1.625
H10 -4.168 1.737 0.622
H11 -4.531 3.684 1.811
H12 -3.979 6.032 2.291
H13 -1.876 7.020 1.446
H14 -0.237 5.605 0.269
H15 0.920 0.596 -4.024
H16 0.871 -0.395 -2.561
H17 2.389 2.114 -3.191
H18 2.905 0.609 -2.455
H19 1.597 3.011 -1.134
H20 3.246 2.384 -0.962
H21 3.540 1.515 0.960
H22 4.256 0.837 2.917
H23 3.945 0.121 5.233
H24 1.683 -0.454 6.067
H25 -0.246 -0.393 4.528
C22 -1.556 -4.893 0.707
C23 -1.667 -3.383 0.560
O3 -0.358 -2.835 0.727
P1 0.421 -1.664 -0.044
O4 1.039 -2.381 -1.359
C24 0.469 -3.228 -2.359
C25 1.526 -4.225 -2.807
O5 1.725 -1.576 0.835
C26 2.588 -2.690 1.158
C27 2.129 -3.442 2.394
H26 -2.526 -5.356 0.557
H27 -1.201 -5.143 1.703
H28 -0.854 -5.294 -0.022
H29 -2.312 -2.970 1.344
H30 -2.075 -3.113 -0.420
H31 0.156 -2.604 -3.203
H32 -0.401 -3.755 -1.963
H33 2.417 -3.699 -3.138
H34 1.139 -4.812 -3.635
H35 1.801 -4.891 -1.992
H36 3.564 -2.225 1.325
H37 2.654 -3.361 0.300
H38 1.944 -2.747 3.211
H39 2.903 -4.146 2.693
H40 1.217 -3.996 2.195

The energy is -55468.982 eV. The total charge is +2. As for the spin multiplicity: 2. The frontier orbital gap (alpha / beta) comes out at 0.255 / 0.100 hartree. The value obtained for the relative energy (zero: lowest compared OMol25 entry of this formula, charge and spin) is 48.82 kJ/mol.


Below is a molecular structure, C27H40N3O2P3Re at a distorted geometry, with properties calculated with ωB97M-V with the def2-TZVPD basis set.

Geometry (Å):
P1 -1.559 -1.646 -1.771
C1 -2.659 -0.295 -2.403
H1 -3.506 -0.730 -2.946
H2 -2.105 0.356 -3.082
H3 -3.039 0.295 -1.567
C2 -1.232 -2.375 -3.426
H4 -0.855 -3.394 -3.336
H5 -0.473 -1.757 -3.912
H6 -2.136 -2.375 -4.047
C3 -2.948 -2.704 -1.179
H7 -3.630 -2.963 -1.997
H8 -3.499 -2.159 -0.408
H9 -2.531 -3.613 -0.744
P2 -0.070 -1.593 2.732
C4 -1.013 -0.334 3.728
H10 -0.918 -0.573 4.793
H11 -2.072 -0.351 3.455
H12 -0.615 0.671 3.561
C5 -1.009 -3.034 3.343
H13 -0.463 -3.958 3.150
H14 -1.974 -3.070 2.831
H15 -1.189 -2.941 4.421
C6 1.423 -1.583 3.792
H16 1.168 -1.872 4.817
H17 1.864 -0.582 3.808
H18 2.146 -2.290 3.383
P3 2.776 -0.089 -0.726
C7 3.130 1.723 -0.610
H19 4.054 1.954 -1.152
H20 3.240 2.007 0.438
H21 2.321 2.305 -1.047
C8 4.393 -0.590 0.006
H22 5.207 0.048 -0.360
H23 4.618 -1.632 -0.224
H24 4.315 -0.472 1.090
C9 3.143 -0.229 -2.524
H25 4.167 0.094 -2.749
H26 2.451 0.396 -3.093
H27 3.012 -1.267 -2.827
Re1 0.257 -0.924 0.388
C10 -1.572 -0.481 0.763
O1 -2.666 -0.087 0.985
C11 1.069 0.458 1.440
O2 1.459 1.378 2.078
C12 2.688 -3.781 0.444
C13 2.654 -3.665 -0.944
C14 1.496 -4.001 -1.647
C15 0.401 -4.527 -0.966
C16 0.431 -4.642 0.425
C17 1.588 -4.307 1.124
H28 3.562 -3.441 0.997
H29 3.524 -3.294 -1.480
H30 1.442 -3.838 -2.723
H31 -0.488 -4.828 -1.515
H32 -0.457 -4.972 0.964
H33 1.628 -4.431 2.203
N1 -3.794 8.996 1.228
C18 -3.272 7.992 0.937
C19 -2.664 6.740 0.556
C20 -1.598 6.218 1.313
C21 -1.019 5.006 0.921
C22 -1.444 4.419 -0.271
C23 -2.517 4.904 -1.006
C24 -3.149 6.070 -0.575
N2 -0.792 3.242 -0.699
C25 -0.426 2.868 -1.994
C26 -0.023 1.564 -1.942
N3 -0.183 1.107 -0.623
C27 -0.655 2.132 0.101
H34 -1.230 6.746 2.197
H35 -0.214 4.545 1.490
H36 -2.872 4.350 -1.867
H37 -4.008 6.464 -1.115
H38 -0.438 3.552 -2.810
H39 0.363 0.934 -2.718
H40 -1.014 2.153 1.120

The energy is -67166.682 eV. The total charge is +4. As for the spin multiplicity: 4. The frontier orbital gap (alpha / beta) comes out at 0.290 / 0.147 hartree. The value obtained for the relative energy (zero: lowest compared OMol25 entry of this formula, charge and spin) is 0.00 kJ/mol.


Below is 7 unconnected molecules or ions with the total composition C27H40O21 at a distorted geometry, with properties calculated with ωB97M-V with the def2-TZVPD basis set.

Geometry (Å):
C1 1.557 -0.558 0.421
C2 0.596 -0.871 1.620
O1 -0.593 -0.281 1.042
C3 -0.446 0.346 -0.118
O2 -1.449 0.867 -0.661
O3 0.819 0.184 -0.557
H1 1.905 -1.442 -0.114
H2 2.318 0.146 0.759
H3 0.965 -0.424 2.543
H4 0.483 -1.953 1.554
C4 -0.017 -2.128 -4.010
C5 -0.026 -0.608 -4.190
C6 0.154 -0.072 -5.541
O4 -0.752 1.041 -5.563
C7 -1.511 1.083 -4.477
O5 -2.465 1.954 -4.395
O6 -1.218 -0.014 -3.717
H5 -1.038 -2.460 -4.197
H6 0.339 -2.356 -3.005
H7 0.651 -2.560 -4.755
H8 0.613 -0.108 -3.462
H9 -0.118 -0.791 -6.313
H10 1.163 0.262 -5.785
C8 -1.982 3.172 2.606
C9 -0.506 3.338 2.227
C10 0.115 4.506 3.003
O7 1.300 3.984 3.573
C11 1.372 2.697 3.332
O8 2.402 1.990 3.441
O9 0.165 2.269 2.779
H11 -2.412 2.174 2.517
H12 -2.742 3.863 2.244
H13 -2.123 3.361 3.670
H14 -0.248 3.489 1.179
H15 -0.605 4.822 3.757
H16 0.296 5.282 2.258
C12 2.856 -3.890 0.401
C13 4.087 -3.094 0.525
C14 5.327 -3.935 -0.055
O10 5.850 -2.875 -0.905
C15 5.307 -1.718 -0.732
O11 5.915 -0.698 -0.679
O12 4.089 -1.872 -0.116
H17 2.870 -4.901 0.806
H18 2.559 -3.968 -0.645
H19 2.075 -3.294 0.872
H20 4.167 -2.964 1.605
H21 4.981 -4.772 -0.661
H22 6.017 -4.225 0.737
C16 4.640 -4.846 4.795
C17 3.351 -4.032 5.056
C18 3.424 -2.487 4.541
O13 2.290 -2.456 3.664
C19 1.697 -3.600 3.588
O14 0.615 -3.766 3.022
O15 2.472 -4.528 4.138
H23 5.571 -4.686 5.339
H24 4.916 -4.749 3.745
H25 4.645 -5.923 4.965
H26 3.001 -4.119 6.085
H27 4.354 -2.088 4.136
H28 3.367 -1.774 5.363
C20 -0.584 3.727 -1.799
C21 -1.633 4.615 -1.268
C22 -2.595 5.128 -2.388
O16 -3.872 4.961 -1.778
C23 -3.767 4.133 -0.688
O17 -4.732 3.553 -0.132
O18 -2.475 3.762 -0.449
H29 -0.965 2.937 -2.446
H30 -0.054 3.224 -0.991
H31 0.101 4.370 -2.353
H32 -1.227 5.425 -0.663
H33 -2.535 4.507 -3.282
H34 -2.429 6.173 -2.646
C24 -5.629 -0.259 -0.025
C25 -5.742 0.427 -1.445
C26 -4.434 0.515 -2.204
O19 -4.894 0.001 -3.498
C27 -5.914 -0.519 -3.494
O20 -6.413 -1.007 -4.507
O21 -6.596 -0.225 -2.384
H35 -5.140 0.409 0.685
H36 -5.096 -1.190 -0.221
H37 -6.612 -0.543 0.350
H38 -6.311 1.357 -1.429
H39 -3.553 -0.015 -1.842
H40 -4.300 1.587 -2.356

The energy is -71632.045 eV. The total charge is +1. As for the spin multiplicity: 2. The frontier orbital gap (alpha / beta) comes out at 0.368 / 0.139 hartree. The value obtained for the relative energy (zero: lowest compared OMol25 entry of this formula, charge and spin) is 151.44 kJ/mol.


Below is 4 unconnected molecules or ions with the total composition C27H41BClF5N5O6S2, with properties calculated with ωB97M-V with the def2-TZVPD basis set.

Geometry (Å):
C1 2.583 2.139 1.854
C2 2.597 2.455 0.362
C3 1.352 2.265 -0.512
F1 1.799 2.696 -1.756
C4 0.090 3.197 -0.150
C5 -0.335 3.977 -1.429
O1 0.584 5.053 -1.554
N1 0.533 5.584 -2.892
O2 1.248 6.480 -2.996
B1 0.280 4.472 0.874
O3 -0.775 5.371 0.924
O4 1.412 4.715 1.548
C6 1.411 5.537 2.722
C7 -1.158 2.336 0.160
C8 -2.427 2.972 0.717
C9 -3.627 2.013 0.603
C10 -4.836 2.569 -0.116
F2 -3.967 1.570 1.882
N2 -0.865 1.108 1.008
S1 -0.686 1.425 2.776
C11 0.276 0.252 0.502
Cl1 -0.266 -1.429 0.587
C12 0.907 0.745 -0.803
C13 0.147 0.590 -2.147
C14 -1.251 -0.061 -2.182
S2 2.469 -0.291 -0.943
O5 2.982 -0.526 0.376
O6 3.258 0.282 -1.979
C15 2.061 -2.056 -1.579
F3 2.991 -2.323 -2.469
F4 0.862 -2.189 -2.141
F5 2.153 -2.890 -0.556
H1 3.441 2.628 2.315
H2 1.711 2.533 2.371
H3 2.679 1.077 2.072
H4 2.846 3.507 0.233
H5 3.424 1.928 -0.109
H6 -1.335 4.386 -1.283
H7 -0.343 3.370 -2.329
H8 -1.384 5.311 1.665
H9 1.364 6.591 2.453
H10 0.578 5.279 3.376
H11 2.342 5.346 3.248
H12 -1.465 1.922 -0.803
H13 -2.654 3.892 0.187
H14 -2.326 3.249 1.767
H15 -3.315 1.114 0.049
H16 -5.513 3.068 0.577
H17 -4.535 3.264 -0.899
H18 -5.398 1.767 -0.594
H19 -1.705 0.526 0.943
H20 -1.688 0.597 3.106
H21 1.058 0.307 1.251
H22 0.095 1.562 -2.620
H23 0.782 0.039 -2.839
H24 -1.891 0.501 -2.864
H25 -1.222 -1.081 -2.553
H26 -1.779 -0.071 -1.229
N3 1.631 -3.238 2.800
C16 2.984 -3.283 3.010
C17 3.246 -4.352 3.822
C18 2.003 -4.979 4.113
C19 1.026 -4.270 3.470
H27 1.164 -2.554 2.237
H28 3.639 -2.555 2.561
H29 4.219 -4.657 4.169
H30 1.848 -5.853 4.722
H31 -0.040 -4.416 3.429
N4 4.922 -6.031 0.482
C20 3.817 -5.589 -0.191
C21 3.279 -6.658 -0.858
C22 4.092 -7.789 -0.574
C23 5.097 -7.369 0.255
H32 5.515 -5.462 1.057
H33 3.510 -4.563 -0.139
H34 2.399 -6.636 -1.480
H35 3.954 -8.793 -0.937
H36 5.915 -7.907 0.701
N5 -5.329 -1.889 -2.303
C24 -6.496 -1.218 -2.041
C25 -6.974 -0.729 -3.225
C26 -6.061 -1.117 -4.244
C27 -5.060 -1.835 -3.646
H37 -4.769 -2.362 -1.620
H38 -6.887 -1.159 -1.039
H39 -7.882 -0.164 -3.353
H40 -6.139 -0.905 -5.297
H41 -4.193 -2.319 -4.061

The energy is -96845.865 eV. The total charge is +1. The frontier orbital gap comes out at 0.205 hartree.